[1]
The following is a quantum chemistry calculation of C20H27N3OS as an isolated structure, from the OMol25 dataset.

Element x y z (Å)
C  -6.4299  -0.1616  -1.0368
H  -6.8160  -1.0815  -0.7945
H  -7.0495  0.7310  -1.2403
H  -5.9198  -0.3642  -2.0951
S  -5.2328  0.0931  -0.0096
C  -4.6599  1.7093  -0.5795
C  -3.5998  2.3040  0.3837
C  -2.2858  1.5681  0.0882
O  -1.4341  1.7112  -0.7040
N  -2.2245  0.5661  1.1722
H  -3.1618  0.6843  1.7417
C  -1.3355  -0.3148  1.1929
C  0.1441  0.0345  1.2147
C  1.2040  -0.1378  0.6035
N  2.2141  0.5764  0.7135
N  1.8170  1.4994  1.8590
C  0.6617  1.1509  2.0943
H  0.0874  1.8887  2.8317
C  3.6197  0.6547  0.2119
C  4.2766  -0.5294  0.5874
C  5.5221  -0.6452  -0.1821
C  5.9222  0.5199  -0.6825
C  5.2460  1.6617  -0.9648
C  3.9163  1.6820  -0.2992
C  3.1150  3.0069  -0.9132
H  3.0393  3.3573  0.2736
H  2.1485  2.3629  -1.0540
H  3.6161  3.6954  -1.3973
H  5.5488  2.3390  -1.4930
H  7.0604  0.3434  -1.2060
H  6.1939  -1.4048  0.0098
H  3.9013  -1.4163  0.9469
C  1.1734  -1.3070  -0.3838
H  0.9915  -1.0666  -1.4344
H  2.0409  -1.9834  -0.3941
C  -0.0087  -2.0577  -0.0277
C  -0.2572  -3.2287  -1.3934
H  0.6142  -3.7941  -1.1529
H  -0.5701  -2.6540  -2.1121
H  -1.2053  -3.7975  -0.8864
C  0.3327  -3.1330  1.3671
H  -0.7623  -3.5472  1.7595
H  0.4513  -2.4392  2.0483
H  1.0138  -3.9004  1.0524
C  -1.4123  -1.3318  0.0401
H  -1.2831  -0.8621  -0.8053
H  -2.1033  -2.1395  0.2752
H  -1.2929  -1.0831  2.2769
H  -3.8409  2.6826  1.1316
H  -3.3729  3.4585  -0.1753
H  -4.1898  1.5763  -1.6625
H  -5.4240  2.5234  -0.7964

Gap between HOMO and LUMO: 0.3153 Ha
HOMO: -7.97 eV
Relative energy (zero: lowest compared OMol25 entry of this formula, charge and spin): 456.7 kcal per mole
E_LUMO: 0.61 eV

=====

[2]
The following is a quantum chemistry calculation of C20H27N5O3 in the gas phase, from the OMol25 dataset.

Element x y z (Å)
C  5.8216  0.4188  -0.3841
H  6.1425  -0.3181  -1.1164
H  6.0851  1.4061  -0.7553
C  4.3162  0.3218  -0.1706
H  4.0626  -0.6730  0.2030
H  3.8175  0.4555  -1.1305
C  3.7870  1.3817  0.8020
C  4.1824  1.0786  2.2454
H  5.2635  1.0703  2.3486
H  3.8038  0.1050  2.5501
H  3.7865  1.8340  2.9215
H  4.2023  2.3513  0.5112
C  2.2531  1.5089  0.6911
N  1.5839  0.2320  0.8053
C  1.1225  -0.4822  -0.2465
O  1.2995  -0.1857  -1.4041
O  0.4479  -1.5504  0.2153
C  -0.1672  -2.4828  -0.7048
C  -0.8538  -3.5007  0.2069
H  -1.5977  -3.0027  0.8237
H  -1.3414  -4.2647  -0.3908
H  -0.1218  -3.9718  0.8575
C  0.9031  -3.1578  -1.5618
H  1.6443  -3.6368  -0.9255
H  1.3999  -2.4198  -2.1856
H  0.4452  -3.9095  -2.1985
C  -1.2011  -1.7719  -1.5777
H  -0.7138  -1.0359  -2.2108
H  -1.7088  -2.4980  -2.2064
H  -1.9361  -1.2682  -0.9527
H  1.3675  -0.1133  1.7250
C  1.8570  2.2412  -0.5946
O  2.6405  2.7612  -1.3503
N  0.5089  2.4043  -0.7812
N  -0.4111  1.8176  -0.0151
C  -1.6263  1.7832  -0.4008
C  -2.6289  1.1012  0.3821
C  -2.3113  0.3859  1.5215
C  -3.2858  -0.3115  2.2414
C  -4.5963  -0.3069  1.8408
C  -4.9692  0.4117  0.6886
N  -6.2616  0.4183  0.2965
C  -6.5609  1.0967  -0.7768
C  -5.5850  1.7988  -1.5131
N  -4.3277  1.8108  -1.1606
C  -3.9839  1.1226  -0.0535
H  -5.8442  2.3568  -2.4030
H  -7.5996  1.0958  -1.0795
H  -5.3638  -0.8395  2.3800
H  -2.9936  -0.8627  3.1233
H  -1.2810  0.3653  1.8384
H  -1.9596  2.2326  -1.3389
H  0.2337  2.8146  -1.6790
H  1.8860  2.1437  1.5100
H  6.3675  0.2376  0.5390

Gap between HOMO and LUMO: 0.2840 Ha
SMILES string: CC[C@H](C)[C@H](NC(=O)OC(C)(C)C)C(=O)N/N=C/c1cccc2nccnc12
HOMO: -8.38 eV
Relative energy (zero: lowest compared OMol25 entry of this formula, charge and spin): 52.8 kcal per mole
E_LUMO: -0.65 eV

=====

[3]
The following is a quantum chemistry calculation of a 2-piece molecular cluster, C20H27N7O3 overall, from the OMol25 dataset.

Element x y z (Å)
O  -2.6209  2.6611  4.1418
O  -3.3530  4.5749  0.1057
N  3.0304  0.1767  -0.7302
N  0.4365  1.0229  -3.0004
N  0.3854  -1.3351  -2.8884
O  3.8770  -6.8144  -1.4081
C  -1.7641  3.5316  4.0881
C  -3.1333  4.0164  1.1767
C  3.1156  1.4897  -0.7662
C  -0.0679  -0.1665  -3.3428
C  1.4381  0.9966  -2.1402
C  1.4003  -1.3233  -2.0328
C  0.9141  -5.6063  -3.2841
C  1.9068  -6.4726  -2.8292
C  0.9015  -4.2795  -2.8564
C  2.8690  -4.6773  -1.5365
C  1.9736  -0.1374  -1.6027
C  2.8872  -6.0189  -1.9308
C  1.8886  -3.7880  -1.9874
N  2.1582  2.0183  -1.6117
N  1.9651  -2.4719  -1.5201
N  -4.1183  3.7132  2.0282
N  -1.2870  4.0413  2.9498
C  3.6161  -8.2240  -1.3484
C  -1.1770  4.0868  5.3637
C  -5.5356  3.9706  1.7839
C  -1.5884  1.9068  -0.2694
C  0.1987  1.9768  1.4429
C  -1.2957  2.2389  1.1996
C  -1.6774  3.6955  1.5599
H  3.8416  2.0745  -0.2081
H  -0.8987  -0.1825  -4.0427
H  0.1460  -5.9610  -3.9653
H  1.8996  -7.4963  -3.1854
H  0.0972  -3.6545  -3.2180
H  3.6396  -4.3360  -0.8560
H  2.0199  2.9957  -1.8375
H  2.7425  -2.2426  -0.9092
H  -3.8553  3.2375  2.8857
H  -0.5851  4.7563  3.0490
H  3.6891  -8.6732  -2.3438
H  2.6226  -8.4263  -0.9342
H  4.3573  -8.7037  -0.7032
H  -1.6935  3.6410  6.2132
H  -1.3079  5.1668  5.3855
H  -0.1186  3.8383  5.4116
H  -5.9004  3.2994  1.0044
H  -5.6721  5.0014  1.4502
H  -6.1088  3.8078  2.6977
H  -1.2559  0.8934  -0.4949
H  -2.6597  1.9560  -0.4640
H  -1.0740  2.6077  -0.9274
H  0.4236  2.0415  2.5068
H  0.7989  2.7033  0.8976
H  0.4578  0.9717  1.1073
H  -1.8707  1.5508  1.8188
H  -1.0786  4.3299  0.9069

Gap between HOMO and LUMO: 0.3077 Ha
SMILES string: COc1cccc(Nc2ncnc3[nH]cnc23)c1.CNC(=O)[C@@H](NC(C)=O)C(C)C
HOMO: -7.93 eV
E_LUMO: 0.45 eV

=====

[4]
The following is a quantum chemistry calculation of C20H27NO in the gas phase, from the OMol25 dataset.

Element x y z (Å)
C  6.1830  -2.1145  0.5025
C  5.0260  -1.2313  0.1424
C  4.0295  -1.6553  -0.7179
C  2.9628  -0.8309  -1.0417
C  2.8763  0.4448  -0.5051
C  3.8802  0.8940  0.3687
C  4.9306  0.0515  0.6741
H  5.7015  0.3996  1.3477
C  3.7843  2.2748  0.9400
H  4.6074  2.4711  1.6220
H  2.8416  2.3969  1.4714
H  3.8004  3.0122  0.1388
O  1.8892  1.3531  -0.7695
C  0.7473  0.9601  -1.4953
C  -0.2137  0.0893  -0.6794
H  -1.0813  -0.1444  -1.2993
C  -0.6536  0.7464  0.6292
C  -1.4821  2.0315  0.4548
N  -2.7236  1.9334  -0.2793
H  -2.5597  1.5939  -1.2201
C  -3.8087  1.1957  0.3483
C  -3.6941  -0.3122  0.2412
C  -3.5955  -0.9293  -1.0007
C  -3.4726  -2.3032  -1.1012
C  -3.4513  -3.0843  0.0414
C  -3.5600  -2.4828  1.2832
C  -3.6808  -1.1077  1.3799
H  -3.7635  -0.6436  2.3534
H  -3.5487  -3.0859  2.1795
H  -3.3537  -4.1571  -0.0362
H  -3.3951  -2.7662  -2.0746
H  -3.6206  -0.3322  -1.9028
C  -5.1338  1.6623  -0.2655
H  -5.2239  2.7397  -0.1603
H  -5.9697  1.1810  0.2360
H  -5.1738  1.4145  -1.3229
H  -3.8040  1.4745  1.4088
H  -0.8734  2.7867  -0.0503
H  -1.7246  2.4193  1.4493
H  0.2360  0.9980  1.2100
H  -1.2331  0.0185  1.2003
H  0.2773  -0.8550  -0.4344
H  0.2639  1.9022  -1.7679
H  1.0288  0.4445  -2.4231
H  2.2109  -1.2020  -1.7208
H  4.0750  -2.6452  -1.1491
H  6.2127  -2.2833  1.5785
H  7.1233  -1.6463  0.2135
H  6.1071  -3.0769  0.0028

Gap between HOMO and LUMO: 0.3260 Ha
SMILES string: Cc1ccc(OCCCCN[C@@H](C)c2ccccc2)c(C)c1
HOMO: -8.06 eV
Relative energy (zero: lowest compared OMol25 entry of this formula, charge and spin): 8.8 kcal per mole
E_LUMO: 0.81 eV

=====

[5]
The following is a quantum chemistry calculation of C20H27NO4S in the gas phase, from the OMol25 dataset.

Element x y z (Å)
C  -4.0517  -3.2428  1.1416
C  -2.7600  -2.9758  0.3824
H  -1.9042  -2.9389  1.0623
H  -2.5892  -3.7318  -0.3863
O  -2.8089  -1.7387  -0.3313
C  -2.5917  -0.6347  0.3730
O  -2.4813  -0.6028  1.5722
C  -2.6173  0.6208  -0.5050
C  -1.9324  0.3862  -1.8703
H  -1.8027  -0.6841  -2.0299
C  -0.5578  1.0569  -1.9384
N  0.1910  0.8518  -0.7200
S  0.8209  -0.6914  -0.5399
O  0.0284  -1.5111  0.3360
O  1.1147  -1.1961  -1.8502
C  2.3412  -0.2975  0.2965
C  3.4641  -0.2289  -0.4053
C  4.7996  0.0913  0.0741
C  5.0703  0.3794  1.4135
C  6.3558  0.6768  1.8221
C  7.3953  0.6938  0.9051
C  7.1414  0.4104  -0.4269
C  5.8566  0.1119  -0.8385
H  5.6602  -0.1106  -1.8771
H  7.9482  0.4217  -1.1448
H  8.3989  0.9263  1.2286
H  6.5515  0.8963  2.8613
H  4.2689  0.3670  2.1354
H  3.3768  -0.4436  -1.4633
H  2.2354  -0.1361  1.3527
C  -0.4337  1.4034  0.4708
C  -1.9095  1.7472  0.2561
H  -2.3791  1.8763  1.2301
H  -2.0074  2.6787  -0.3033
H  0.1218  2.3007  0.7718
H  -0.3521  0.6572  1.2635
H  -0.6425  2.1344  -2.1049
H  0.0319  0.6215  -2.7451
H  -2.5572  0.7743  -2.6771
C  -4.1101  0.9548  -0.7310
C  -4.8816  1.2337  0.5386
C  -6.2364  1.8692  0.4407
C  -5.0849  2.6441  1.0046
H  -5.0703  2.8456  2.0646
H  -4.6741  3.4438  0.4068
H  -7.0138  1.5374  1.1114
H  -6.5983  2.1407  -0.5397
H  -4.7523  0.4833  1.3074
H  -4.5652  0.1081  -1.2535
H  -4.1754  1.8288  -1.3842
H  -4.9023  -3.2105  0.4639
H  -4.0036  -4.2244  1.6041
H  -4.1879  -2.4945  1.9179

Gap between HOMO and LUMO: 0.3297 Ha
SMILES string: CCOC(=O)C1(CC2CC2)CCN(S(=O)(=O)/C=C/c2ccccc2)CC1
HOMO: -8.84 eV
Relative energy (zero: lowest compared OMol25 entry of this formula, charge and spin): 18.8 kcal per mole
E_LUMO: 0.13 eV

=====

[6]
The following is a quantum chemistry calculation of C20H27NO6 in the gas phase, from the OMol25 dataset.

Element x y z (Å)
C  -4.9622  -3.2889  -1.6278
C  -3.5120  -3.0584  -1.2321
H  -3.0277  -2.3577  -1.9185
H  -2.9521  -3.9949  -1.2120
O  -3.3981  -2.5437  0.0990
C  -3.6278  -1.2507  0.2743
O  -3.9912  -0.4953  -0.5935
C  -3.4096  -0.8270  1.7264
C  -3.1245  0.6778  1.7807
H  -3.7533  1.1739  1.0406
H  -3.3728  1.0762  2.7644
C  -1.6335  0.9250  1.4757
N  -1.0874  -0.1886  0.7358
C  -1.0072  -0.2875  -0.6074
O  -0.7107  -1.3241  -1.1700
C  -1.3299  0.9653  -1.4281
H  -1.0953  0.7414  -2.4734
H  -2.3972  1.1879  -1.3295
O  -0.5886  2.1083  -1.0104
C  0.3487  2.5883  -1.8308
O  0.5463  2.2085  -2.9512
C  1.1555  3.6660  -1.1309
C  2.5014  3.0431  -0.7496
O  2.2218  1.9295  0.0692
C  3.2220  1.0361  0.3300
C  4.5681  1.2471  0.0676
C  5.4937  0.2671  0.3915
C  5.1092  -0.9278  0.9766
C  3.7558  -1.1271  1.2352
C  2.8240  -0.1638  0.9181
H  1.7726  -0.3174  1.0993
H  3.4314  -2.0549  1.6841
C  6.1098  -1.9918  1.3146
H  6.0046  -2.3003  2.3536
H  5.9513  -2.8701  0.6892
H  7.1247  -1.6359  1.1569
H  6.5381  0.4464  0.1791
H  4.9105  2.1654  -0.3840
H  3.1194  3.7765  -0.2119
H  3.0265  2.7271  -1.6606
H  0.6291  3.9923  -0.2356
H  1.3209  4.5023  -1.8084
C  -0.9766  -1.3939  1.5370
C  -2.2546  -1.5987  2.3683
H  -2.4910  -2.6598  2.4264
H  -2.1160  -1.2241  3.3843
H  -0.1038  -1.3146  2.1947
H  -0.8197  -2.2239  0.8459
H  -1.0644  0.9953  2.4082
H  -1.4917  1.8514  0.9267
H  -4.3436  -1.0477  2.2540
H  -5.4968  -2.3428  -1.6533
H  -4.9991  -3.7400  -2.6150
H  -5.4479  -3.9525  -0.9156

Gap between HOMO and LUMO: 0.3326 Ha
SMILES string: CCOC(=O)C1CCN(C(=O)COC(=O)CCOc2ccc(C)cc2)CC1
HOMO: -8.33 eV
Relative energy (zero: lowest compared OMol25 entry of this formula, charge and spin): 4.9 kcal per mole
E_LUMO: 0.72 eV